(1)
Molecular formula: C22H48F5N8O3
Method: DFT, ωB97M-V with the def2-TZVPD basis set

The calculation puts the molar mass at 567.669 Da. The LUMO energy is -3.60 eV. The value obtained for the total energy is -2029.660634 hartree. As for the charge: +1. The value obtained for the HOMO energy is -10.337 eV.

CARTESIAN COORDINATES (ANGSTROEM)
C -2.64932 1.61014 0.07276
C -1.71340 0.30930 0.18552
C -2.24193 -1.02620 -0.47753
N -0.53693 0.47855 0.79874
N -0.45980 -0.17912 2.01634
C 0.42100 -1.37646 2.12427
C 1.82665 -1.12437 2.86045
C 2.28472 0.39673 2.95124
C 2.90124 1.00995 1.62740
F 2.04236 1.90421 0.95324
F 4.00685 1.81132 2.03895
C 3.49472 -0.03409 0.58757
F 2.54957 -0.78965 -0.09171
F 4.49168 -0.78010 1.20767
F 4.15504 0.72573 -0.40187
C -1.10620 0.19644 3.11950
N -2.00378 1.33430 3.20532
C -2.42688 1.38808 4.56328
N -1.82475 0.30978 5.26206
N -1.04626 -0.42199 4.42339
H -2.08220 2.49220 0.52384
H -3.59549 1.40821 0.66056
H -2.84581 1.80117 -1.04098
H -3.29308 -0.83526 -0.88834
H -1.58848 -1.19381 -1.40664
H -2.18734 -1.94498 0.18040
H 0.59831 -1.85960 1.10882
H -0.16851 -2.15464 2.73221
H 2.59144 -1.82928 2.41037
H 1.68450 -1.47923 3.94312
H 1.46572 1.09890 3.30021
H 3.10668 0.44568 3.74636
H -3.12637 2.20074 4.92222
H -2.01206 0.19664 6.26062
H -0.50866 -1.24826 4.71660
C -8.02360 0.03417 2.55407
C -6.57382 0.31717 2.17275
C -5.95523 -0.75950 1.25786
O -5.59079 -1.96115 1.92639
C -6.66630 -2.86129 2.15016
N -5.78431 0.50240 3.39684
H -8.11282 -0.73391 3.32428
H -8.49170 0.93675 2.95362
H -8.60417 -0.28402 1.68464
H -6.56631 1.26014 1.61508
H -5.02090 -0.35782 0.85150
H -6.59960 -0.97564 0.39747
H -7.39646 -2.83991 1.33716
H -7.14999 -2.64156 3.10377
H -6.25272 -3.86974 2.21716
H -4.84264 0.79241 3.13720
H -5.64614 -0.42053 3.80928
C 1.03680 -3.41108 -5.35584
C -0.47908 -3.26427 -5.45055
C -1.10430 -2.54019 -4.24092
O -1.20946 -3.33987 -3.06577
C -0.01410 -3.43575 -2.31056
N -1.07590 -4.58902 -5.65472
H 1.33980 -4.20406 -4.66948
H 1.45288 -3.66484 -6.33334
H 1.50324 -2.47799 -5.02829
H -0.68863 -2.65531 -6.33637
H -2.13238 -2.27314 -4.50470
H -0.58522 -1.59803 -4.02259
H 0.56818 -2.50971 -2.34105
H 0.58728 -4.27650 -2.66049
H -0.28780 -3.63892 -1.27158
H -2.07404 -4.47685 -5.82145
H -1.03578 -5.08091 -4.76226
C 7.88183 2.72102 -1.91782
C 7.88488 4.15200 -2.44785
C 7.14226 5.14850 -1.53475
O 5.72361 5.07317 -1.61480
C 5.14566 4.03301 -0.84482
N 7.33966 4.15836 -3.81025
H 6.92552 2.21786 -2.07304
H 8.63858 2.12567 -2.43443
H 8.11210 2.69650 -0.84930
H 8.93045 4.47460 -2.49704
H 7.39954 6.16018 -1.86311
H 7.47586 5.06655 -0.49297
H 5.69165 3.85697 0.08619
H 5.08890 3.11555 -1.43422
H 4.12299 4.32612 -0.59595
H 7.43923 5.09425 -4.19831
H 6.33002 4.03714 -3.73274


(2)
Molecular formula: C22H48GeIN5O3SSbSe4Si3Tl
Method: DFT, ωB97M-V with the def2-TZVPD basis set

The calculation puts the molar mass at 1388.480 Da. The LUMO energy (spin up / spin down) is 0.73 / -0.66 eV. The value obtained for the total energy is -15026.543400 hartree. As for the charge: -1. The value obtained for the HOMO energy (spin up / spin down) is -5.595 / -5.595 eV. As for the expectation value of S²: 0.76. Its multiplicity is 2.

CARTESIAN COORDINATES (ANGSTROEM)
Tl -1.24513 0.45223 0.27105
Se -4.72886 4.34122 2.65400
Sb -4.04057 2.00783 2.15671
Se -1.80495 1.54526 3.11012
Se -3.59284 1.88130 -0.35421
Se -5.70181 0.33608 2.77592
C 1.74984 -3.43099 3.47542
Si 1.38853 -1.71594 2.76165
C 0.96974 -0.60318 4.22109
C 2.96188 -1.13947 1.87613
Ge -0.37048 -2.05949 1.13728
Si -2.41126 -2.96526 2.09416
C -2.07169 -4.82126 2.23022
C -2.64699 -2.25162 3.80405
C -3.82449 -2.62334 0.91015
Si 0.58510 -3.16998 -0.77890
C 1.72565 -2.02744 -1.74538
C -0.74946 -3.97552 -1.84677
C 1.60833 -4.60810 -0.09588
H 2.55374 -3.36963 4.21484
H 2.05407 -4.14135 2.70400
H 0.86560 -3.83427 3.97629
H 1.86056 -0.11783 4.62889
H 0.51739 -1.19851 5.01764
H 0.24962 0.17591 3.96553
H 3.68503 -0.72041 2.58110
H 2.75609 -0.38442 1.11388
H 3.43966 -1.98641 1.37699
H -1.21334 -5.00292 2.88257
H -1.85504 -5.26854 1.25663
H -2.93241 -5.34288 2.65849
H -1.85057 -2.57185 4.48260
H -3.60999 -2.55559 4.22248
H -2.64307 -1.16015 3.77327
H -3.67023 -3.10537 -0.05918
H -3.92982 -1.54645 0.75116
H -4.77278 -2.97278 1.32531
H 1.27521 -1.04341 -1.89521
H 1.96244 -2.43956 -2.72952
H 2.66466 -1.89258 -1.20242
H -1.22967 -3.28464 -2.53915
H -1.52744 -4.41468 -1.21624
H -0.31359 -4.78041 -2.44394
H 2.51203 -4.25444 0.40658
H 1.91422 -5.27231 -0.90895
H 1.03076 -5.19795 0.62099
C 1.70490 5.25419 1.95790
C 2.06146 3.77066 1.91205
C 2.23995 3.23940 3.33551
C 3.34288 3.56522 1.09403
N 0.89067 3.11301 1.31419
N 0.99953 1.71749 1.11282
H 2.47483 5.81889 2.48431
H 0.75209 5.38047 2.47446
H 1.61094 5.65796 0.94617
H 2.94739 3.86332 3.88418
H 2.62370 2.21573 3.34125
H 1.27705 3.25497 3.85125
H 4.14646 4.18839 1.49201
H 3.18346 3.84297 0.04831
H 3.68503 2.52758 1.12917
H 0.67268 3.53523 0.41819
H 1.05245 1.27689 2.02592
H 1.84106 1.47947 0.58736
N -2.30126 -0.61320 -2.20019
C -1.74821 -0.07405 -3.39492
C -2.29471 1.07292 -3.95785
C -1.68328 1.67798 -5.04847
C -0.53314 1.12631 -5.58621
C 0.00065 -0.03711 -5.05486
C -0.60292 -0.63405 -3.95693
S 0.24424 1.87027 -7.03469
O -0.09302 3.28370 -6.94333
O -0.38917 1.17492 -8.14601
O 1.66080 1.57381 -6.87680
H -2.21118 -1.61830 -2.15330
H -3.26207 -0.32534 -2.06652
H -3.19835 1.49866 -3.52894
H -2.08471 2.58076 -5.49051
H 0.89493 -0.44598 -5.50807
H -0.18281 -1.53465 -3.52321
I 2.62291 4.08945 -3.84263
C 1.02536 3.35473 -2.76671
C -0.17477 3.97655 -2.50201
N -0.86539 3.14888 -1.69778
N -0.19610 2.02056 -1.44290
C 0.95143 2.12517 -2.09876
H -0.56554 4.92906 -2.81790
H -1.80832 3.24510 -1.32542
H 1.69443 1.34311 -2.06560


(3)
Molecular formula: C22H48I2N5O6
Method: DFT, ωB97M-V with the def2-TZVPD basis set

The calculation puts the molar mass at 732.463 Da. The LUMO energy is -4.05 eV. The value obtained for the total energy is -2186.984160 hartree. As for the charge: +1. The value obtained for the HOMO energy is -11.370 eV.

CARTESIAN COORDINATES (ANGSTROEM)
C 1.41011 3.01414 1.29015
C 0.89622 1.45852 0.95517
I 0.48457 -0.05042 2.50510
C 0.73154 1.16489 -0.52427
I 1.14186 2.72579 -2.04509
N 0.31712 -0.18222 -1.04197
N -1.03115 -0.48548 -1.31861
C -1.21835 -1.88134 -1.87221
N 0.14292 -2.57476 -1.96851
C 1.03187 -1.43966 -1.43503
N 2.37743 -1.65299 -1.35968
C 3.44891 -0.73142 -0.84076
O 4.70674 -1.44261 -0.54857
N 5.23694 -1.76216 -1.76323
O 6.04436 -0.88510 -2.10757
H 2.45662 3.11348 0.72812
H 0.65582 3.78778 0.83557
H 1.64031 3.16927 2.43240
H -1.86528 0.13704 -1.18798
H -2.16953 -2.46103 -2.23898
H 2.71507 -2.59903 -1.71481
H 3.04154 -0.25954 0.16882
H 3.62869 0.20331 -1.56128
C 3.86576 -3.46263 1.65744
C 3.56054 -4.55504 2.66601
O 2.29222 -4.40183 3.30344
C 1.14902 -4.41576 2.45209
C 0.99465 -5.70453 1.66415
H 3.82683 -2.47810 2.13389
H 4.86436 -3.60661 1.23012
H 3.14903 -3.45574 0.83292
H 4.31405 -4.52225 3.46019
H 3.63614 -5.54829 2.21180
H 1.16378 -3.54476 1.78779
H 0.27554 -4.29272 3.10063
H 1.83730 -5.87384 0.98887
H 0.08266 -5.67564 1.05968
H 0.94153 -6.56338 2.34195
C -2.35941 2.07768 -4.24057
C -3.72098 2.74216 -4.14933
O -3.65212 4.15758 -3.97541
C -2.99963 4.89222 -5.00811
C -3.65242 4.73529 -6.37004
H -1.76522 2.29506 -3.34753
H -2.47075 0.99154 -4.33234
H -1.79080 2.42793 -5.10520
H -4.24859 2.34639 -3.27493
H -4.34123 2.49928 -5.01816
H -1.93735 4.62699 -5.04515
H -3.04302 5.94653 -4.71614
H -3.62802 3.69932 -6.71775
H -3.13593 5.34972 -7.11413
H -4.70340 5.04115 -6.32813
C 2.55776 8.47613 -0.87025
C 1.58663 7.32619 -0.67464
O 1.97684 6.42240 0.35944
C 2.09901 6.97200 1.66899
C 0.80972 7.57633 2.19637
H 3.56085 8.09843 -1.09156
H 2.23170 9.11346 -1.69972
H 2.63350 9.10326 0.02113
H 1.54239 6.74086 -1.59930
H 0.57030 7.69030 -0.49277
H 2.91783 7.69925 1.69710
H 2.39674 6.14863 2.32636
H 0.46987 8.41388 1.58176
H 0.95079 7.94631 3.21674
H 0.00979 6.82803 2.19992
C -2.37159 -6.24646 4.81037
C -3.73079 -5.86822 4.25070
O -3.71134 -5.58935 2.85060
C -3.29234 -6.65227 1.99822
C -4.16449 -7.89112 2.09927
H -1.64278 -5.45279 4.61866
H -2.43669 -6.40954 5.89189
H -1.98412 -7.16264 4.35862
H -4.07371 -4.95331 4.74559
H -4.47954 -6.63584 4.47136
H -2.24000 -6.89241 2.18551
H -3.34237 -6.26894 0.97389
H -4.14395 -8.32437 3.10257
H -3.82178 -8.65769 1.39723
H -5.20713 -7.64469 1.87115